(1)
This record from the Open Molecules 2025 dataset describes a molecular structure, C20H27ClMnN3O6. The level of theory is ωB97M-V with the def2-TZVPD basis set.

Geometry as XYZ:
```
58
Properties=species:S:1:pos:R:3:forces:R:3
Mn 3.26508 -3.07438 0.80509 0.340 0.247 1.169
O 6.71991 -1.14288 1.29865 -0.026 0.077 -0.028
C 5.68721 -1.89294 1.36943 -0.072 0.063 -0.092
O 4.67160 -1.74514 0.65609 0.138 -0.153 -0.172
C 5.77091 -2.99492 2.38121 -0.023 -0.010 0.057
O 4.48481 -3.63479 2.40044 -0.274 -0.065 -0.525
C 4.47088 -5.07761 2.64327 -0.022 0.246 0.099
C 3.66914 -5.73511 1.54420 -0.125 0.514 -0.356
O 3.42268 -6.85999 1.38643 -0.061 -0.178 0.039
O 3.19619 -4.73956 0.60421 0.156 -0.573 -0.214
H 6.65696 -0.45208 0.60858 0.028 -0.014 0.028
H 6.56431 -3.68649 2.08898 0.012 -0.033 -0.025
H 6.00958 -2.58191 3.36229 -0.011 -0.008 0.062
H 5.48289 -5.47800 2.65520 0.039 -0.008 -0.016
H 3.99771 -5.26127 3.60497 -0.026 -0.013 0.067
C -0.09860 1.29276 -1.63712 -0.003 -0.006 0.031
C -1.26040 0.49193 -2.25071 0.102 0.100 -0.168
C -2.03177 1.45817 -3.16564 0.002 0.116 0.009
C -0.67321 -0.60838 -3.14719 0.008 -0.047 0.051
C -2.24439 -0.12676 -1.21766 -0.141 -0.327 0.157
O -3.17134 -0.98090 -1.90906 0.151 0.178 0.043
C -3.13422 0.86776 -0.44361 -0.062 0.207 0.023
C -2.53820 1.71924 0.70888 0.036 0.007 -0.039
C -2.87072 3.17390 0.64685 -0.075 0.118 -0.006
C -4.20261 3.59117 0.34119 0.175 -0.206 0.039
C -4.54030 4.90489 0.33920 0.113 0.148 0.034
C -3.53690 5.87166 0.64598 0.057 -0.225 -0.002
Cl -3.93484 7.47604 0.65532 -0.066 0.318 0.001
C -2.19792 5.47961 0.95314 -0.179 0.083 -0.038
C -1.88699 4.15768 0.95322 -0.083 -0.262 -0.057
C -1.67960 -1.21077 -0.24087 0.172 -0.053 -0.049
N -0.28154 -1.19083 0.24312 -0.426 0.262 0.051
C 0.63499 -2.08680 -0.03131 0.193 0.075 0.003
N 1.73154 -1.82689 0.70721 -0.064 -0.123 -0.011
C 1.37192 -0.71788 1.44584 0.098 -0.066 -0.095
N 0.16355 -0.32077 1.18983 -0.044 -0.177 -0.234
H 0.34939 1.90441 -2.42154 0.014 -0.032 0.006
H 0.69951 0.65654 -1.24940 -0.034 -0.011 0.029
H -0.40936 1.97481 -0.84385 0.004 -0.021 -0.089
H -1.40884 1.70892 -4.02495 0.002 -0.002 0.026
H -2.27219 2.39888 -2.66295 -0.004 -0.039 -0.020
H -2.95324 1.03550 -3.57116 0.031 -0.013 0.019
H 0.09717 -0.18250 -3.79207 -0.025 0.014 0.022
H -1.42912 -1.06401 -3.78347 -0.014 0.002 0.046
H -0.20462 -1.41141 -2.57213 0.019 -0.004 0.010
H -3.77864 -0.45241 -2.44281 0.037 -0.050 0.048
H -3.94775 0.25833 -0.05035 -0.018 0.020 0.021
H -3.58574 1.52167 -1.19140 -0.003 0.007 0.043
H -1.46349 1.58900 0.82368 -0.061 0.011 -0.006
H -2.97330 1.37958 1.65918 0.021 -0.051 -0.006
H -4.96082 2.84870 0.12647 0.043 -0.016 0.006
H -5.54669 5.23664 0.12141 0.014 0.024 0.009
H -1.46534 6.24158 1.18217 -0.021 0.017 -0.004
H -0.87915 3.84140 1.19094 -0.026 -0.019 -0.007
H -1.78428 -2.15843 -0.76222 0.028 -0.052 -0.014
H -2.29607 -1.26582 0.65418 -0.049 0.042 0.001
H 0.50429 -2.89041 -0.74025 0.016 -0.016 0.022
H 2.01997 -0.22868 2.15486 -0.008 -0.024 0.001
```
Forces are in eV/Å.

F_max = 1.2 eV/A
net charge = +3
Kohn-Sham gap (alpha / beta) = 5.621 / 6.517 eV
E_LUMO (alpha / beta) = -11.596 / -11.031 eV
multiplicity = 4
M = 495.842 g mol⁻¹

These are the Mulliken partial charges, in e, on atoms 1 to 8:
1. Mn 1.3044
2. O -0.3392
3. C 0.5598
4. O -0.4939
5. C -0.2509
6. O -0.5210
7. C -0.1658
8. C 0.4070

(2)
This record from the Open Molecules 2025 dataset describes a molecular structure, C23H27Cl5CrNO7S4. The level of theory is ωB97M-V with the def2-TZVPD basis set.

Geometry as XYZ:
```
68
Properties=species:S:1:pos:R:3:forces:R:3
Cr -0.08931 0.14780 -2.22369 -0.197 -0.058 0.353
Cl 3.30444 0.19370 0.93532 0.007 -0.033 0.008
C 3.77287 1.39732 -0.28346 -0.033 -0.047 -0.021
Cl 4.00319 0.67408 -1.88736 0.084 -0.005 0.026
H 4.72002 1.82037 0.02610 -0.017 0.044 -0.009
H 2.97143 2.12701 -0.34432 0.038 -0.001 0.007
Cl -7.04539 0.79556 -0.65337 -0.003 -0.001 0.000
C -5.38288 0.33034 -0.82048 0.031 -0.042 0.020
C -4.52489 1.11230 -1.56921 0.003 0.038 -0.023
C -3.20891 0.70805 -1.68060 -0.061 0.002 0.021
Cl -2.08246 1.68854 -2.60169 0.150 -0.075 0.028
C -2.67893 -0.44029 -1.08150 -0.019 -0.069 -0.038
O -1.42456 -0.79269 -1.17818 0.129 0.049 -0.037
C -3.60239 -1.19199 -0.33044 0.024 -0.017 -0.028
Cl -3.02859 -2.62887 0.44702 -0.012 -0.003 0.007
C -4.92544 -0.82308 -0.19842 -0.024 0.022 -0.007
H -4.87052 2.01574 -2.05089 -0.004 0.002 0.000
H -5.59765 -1.43126 0.38939 -0.004 -0.001 0.004
C 2.16467 -0.95935 4.90723 -0.008 0.011 0.004
C 1.35909 0.27708 4.61661 -0.017 -0.024 0.007
C -0.01490 0.30582 4.82669 0.013 -0.004 0.002
C -0.75501 1.44755 4.55102 0.008 -0.002 -0.029
C -0.10912 2.56934 4.05935 -0.076 0.012 0.025
C 1.26528 2.57037 3.85921 0.015 -0.033 0.009
C 1.98811 1.42582 4.13810 0.003 0.024 -0.017
S -1.04925 3.99086 3.57649 -0.032 0.039 -0.083
O -0.34017 5.14980 4.02780 0.057 0.006 -0.009
O -2.41104 3.74811 3.95603 -0.027 -0.023 0.018
N -1.00045 4.03632 1.94435 -0.036 -0.008 0.093
C -1.68749 3.00535 1.16758 0.029 0.047 0.011
C -0.83715 1.76994 0.87213 0.084 -0.032 0.010
C 0.40387 2.10063 0.06402 -0.262 -0.113 0.012
O 1.12737 3.02932 0.40301 0.127 0.055 -0.022
O 0.67914 1.36113 -0.96566 0.022 0.140 -0.117
H 1.52138 -1.82889 5.03743 0.005 -0.001 -0.004
H 2.74895 -0.83493 5.82106 0.005 -0.001 0.002
H 2.86607 -1.16463 4.09716 0.003 -0.009 0.001
H -0.51666 -0.57733 5.20371 0.001 -0.006 0.001
H -1.82585 1.47282 4.70066 -0.002 0.009 0.002
H 1.75653 3.45513 3.47696 0.006 0.011 -0.009
H 3.05745 1.41422 3.96676 0.013 0.004 0.000
H -0.05605 4.19697 1.60054 0.017 0.055 0.001
H -1.99714 3.46712 0.22698 -0.038 0.000 0.006
H -2.59317 2.72755 1.70492 -0.002 -0.013 0.008
H -1.43158 1.01837 0.36225 -0.006 0.017 0.020
H -0.49235 1.32183 1.80716 0.008 -0.031 -0.008
C -0.22895 -0.84083 -7.13277 0.026 -0.019 -0.002
O 0.45873 0.10279 -6.29511 -0.046 0.026 -0.040
C 0.28676 0.04652 -4.99684 0.053 0.021 0.131
S -0.69758 -1.11489 -4.22707 -0.017 0.117 -0.067
S 1.07952 1.19211 -4.03912 0.028 -0.119 -0.161
H -0.05049 -0.50320 -8.14804 0.010 -0.008 0.003
H -1.29351 -0.84126 -6.90765 -0.002 0.011 -0.011
H 0.18385 -1.83709 -6.98213 -0.016 -0.007 0.006
O 1.25088 -1.13650 -1.61987 -0.071 0.065 -0.090
S 1.73351 -2.37519 -2.37946 0.010 -0.063 0.046
C 0.57951 -3.69603 -1.93924 0.018 0.026 -0.017
C 1.46414 -4.90204 -1.67086 0.008 -0.024 0.005
C 2.60352 -4.40318 -0.77692 0.013 -0.008 -0.004
C 3.03618 -3.02215 -1.28745 -0.023 0.052 -0.005
H -0.13997 -3.82211 -2.74495 0.002 0.001 -0.015
H 0.06564 -3.33259 -1.04563 -0.010 0.005 -0.010
H 1.86011 -5.29753 -2.60977 0.002 0.011 -0.007
H 0.89296 -5.70215 -1.20116 0.009 -0.001 0.005
H 3.44362 -5.09571 -0.78281 0.004 0.003 0.033
H 2.25557 -4.31856 0.25259 -0.030 0.016 -0.009
H 3.96097 -3.03456 -1.86055 -0.015 -0.039 -0.034
H 3.12443 -2.26480 -0.50900 0.045 0.004 0.002
```
Forces are in eV/Å.

F_max = 0.4 eV/A
Kohn-Sham gap (alpha / beta) = 7.984 / 8.337 eV
relative energy (zero: lowest compared OMol25 entry of this formula, charge and spin) = 0.0 kcal/mol
E_LUMO (alpha / beta) = -0.391 / -0.155 eV
multiplicity = 4
M = 786.998 g mol⁻¹

These are the Mulliken partial charges, in e, on atoms 1 to 8:
1. Cr 0.8411
2. Cl -0.1405
3. C -0.0684
4. Cl -0.1616
5. H 0.4625
6. H -0.1119
7. Cl -0.2246
8. C 0.4279

(3)
This record from the Open Molecules 2025 dataset describes 2 unconnected molecules or ions with the total composition CH3O3PS. The level of theory is ωB97M-V with the def2-TZVPD basis set.

Geometry as XYZ:
```
9
Properties=species:S:1:pos:R:3:forces:R:3
C 0.93803 -1.33612 1.18227 -2.044 0.740 -0.413
O 0.89707 -2.33086 2.06679 0.188 -1.333 -1.803
O 0.48541 -1.70486 -0.01399 0.572 0.876 -0.945
O 1.09552 -0.17118 1.39786 0.869 -0.120 0.577
P -1.45376 1.84910 -1.09128 -0.166 0.422 -0.313
S -0.55658 2.59800 -2.63174 -0.114 -0.404 0.529
H 0.95555 -1.97729 2.92111 0.374 0.937 2.082
H 0.24790 -2.60608 -0.17217 0.016 -1.097 0.498
H -0.60124 0.82086 -0.59430 0.305 -0.021 -0.211
```
Forces are in eV/Å.

F_max = 2.3 eV/A
Kohn-Sham gap = 7.382 eV
relative energy (zero: lowest compared OMol25 entry of this formula, charge and spin) = 27.9 kcal/mol
E_LUMO = -1.227 eV
M = 126.073 g mol⁻¹

These are the Mulliken partial charges, in e, on atoms 1 to 8:
1. C 0.7039
2. O -0.4410
3. O -0.4196
4. O -0.4900
5. P 0.0995
6. S -0.2070
7. H 0.3310
8. H 0.3292